Here is C32H80As2F12N6O10 as an isolated structure at a distorted geometry from the OMol25 dataset. Energies are from ωB97M-V/def2-TZVPD.

Each line ends with the Löwdin charge.
Element x y z (Å)
C  11.212  17.485  11.560  -0.051
C  10.668  18.900  11.257  -0.117
N  11.257  20.104  12.125  -0.210
C  11.111  19.657  13.591  0.015
C  12.734  20.359  11.703  -0.131
C  13.402  21.438  12.528  -0.051
C  10.471  21.410  11.985  -0.098
C  10.498  22.161  10.635  -0.178
O  10.097  21.340  9.535  -0.192
C  8.674  21.098  9.465  -0.078
H  12.237  17.328  11.218  0.053
H  10.594  16.800  10.975  0.094
H  11.111  17.198  12.604  0.067
H  9.608  18.916  11.545  0.111
H  10.807  19.173  10.210  0.108
H  10.107  19.265  13.729  0.105
H  11.305  20.477  14.265  0.094
H  11.856  18.890  13.786  0.091
H  12.708  20.584  10.637  0.116
H  13.260  19.413  11.824  0.121
H  13.326  21.274  13.605  0.076
H  13.076  22.444  12.262  0.075
H  14.469  21.374  12.293  0.082
H  10.852  22.063  12.771  0.124
H  9.435  21.158  12.237  0.130
H  11.484  22.562  10.396  0.124
H  9.797  23.010  10.763  0.131
H  8.452  20.849  8.429  0.094
H  8.117  21.996  9.764  0.090
H  8.341  20.270  10.103  0.073
C  20.986  19.822  11.318  -0.040
C  20.691  21.150  12.077  -0.135
N  19.413  21.247  12.967  -0.226
C  19.697  20.376  14.205  0.034
C  19.314  22.720  13.380  -0.163
C  18.245  23.040  14.422  -0.052
C  18.165  20.680  12.296  -0.068
C  17.633  21.486  11.128  -0.219
O  18.550  21.646  10.078  -0.201
C  17.876  21.887  8.831  -0.061
H  20.294  19.703  10.487  0.058
H  20.928  18.942  11.969  0.072
H  21.996  19.844  10.896  0.084
H  20.609  21.963  11.363  0.112
H  21.491  21.389  12.776  0.114
H  19.647  19.334  13.903  0.080
H  18.961  20.545  14.979  0.092
H  20.699  20.595  14.556  0.111
H  19.166  23.307  12.471  0.122
H  20.310  22.977  13.744  0.126
H  17.251  22.925  13.965  0.078
H  18.349  24.073  14.761  0.086
H  18.289  22.395  15.299  0.075
H  17.376  20.657  13.069  0.121
H  18.401  19.646  12.048  0.124
H  17.337  22.485  11.522  0.126
H  16.717  20.985  10.773  0.126
H  18.631  21.805  8.046  0.094
H  17.464  22.910  8.840  0.090
H  17.055  21.155  8.679  0.093
C  22.603  12.355  6.482  -0.049
C  22.930  11.048  7.276  -0.134
N  22.146  10.868  8.621  -0.209
C  20.651  11.039  8.322  0.016
C  22.387  9.429  9.229  -0.134
C  23.829  9.099  9.629  -0.056
C  22.548  11.987  9.703  -0.027
C  22.005  11.749  11.102  -0.218
O  20.620  11.575  11.190  -0.219
C  20.189  10.800  12.299  -0.072
H  22.750  13.277  7.047  0.058
H  21.588  12.347  6.085  0.076
H  23.292  12.372  5.633  0.089
H  23.980  11.044  7.559  0.109
H  22.730  10.146  6.685  0.125
H  20.464  12.076  8.059  0.097
H  20.106  10.812  9.226  0.084
H  20.370  10.365  7.513  0.109
H  22.006  8.733  8.474  0.127
H  21.739  9.384  10.107  0.108
H  24.129  9.625  10.533  0.074
H  24.554  9.337  8.854  0.074
H  23.906  8.024  9.818  0.092
H  22.266  12.972  9.305  0.121
H  23.634  11.934  9.797  0.134
H  22.300  12.664  11.660  0.158
H  22.530  10.899  11.569  0.116
H  19.204  11.159  12.597  0.089
H  20.871  10.875  13.153  0.103
H  20.085  9.748  11.989  0.088
C  17.869  13.840  9.452  -0.055
C  16.734  14.697  9.999  -0.144
N  17.087  15.359  11.337  -0.232
C  17.453  14.329  12.404  0.031
C  18.279  16.303  11.153  -0.138
C  18.194  17.282  9.926  -0.039
C  15.915  16.244  11.825  -0.064
C  14.641  15.506  12.235  -0.196
O  14.734  14.650  13.374  -0.196
C  13.748  15.054  14.323  -0.090
H  17.529  13.379  8.523  0.087
H  18.126  13.035  10.151  0.067
H  18.775  14.413  9.241  0.067
H  15.848  14.092  10.186  0.122
H  16.453  15.509  9.329  0.120
H  17.451  14.818  13.375  0.097
H  18.444  13.934  12.195  0.091
H  16.704  13.537  12.388  0.103
H  19.158  15.675  11.054  0.092
H  18.383  16.822  12.107  0.111
H  19.153  17.801  9.900  0.049
H  17.394  18.024  10.011  0.062
H  18.100  16.781  8.959  0.075
H  15.648  16.897  10.988  0.111
H  16.309  16.841  12.652  0.124
H  14.238  14.930  11.385  0.129
H  13.922  16.310  12.451  0.101
H  13.827  16.123  14.563  0.087
H  13.864  14.447  15.226  0.092
H  12.744  14.854  13.899  0.089
N  14.962  19.491  14.900  -0.633
O  15.783  20.409  15.094  -0.069
O  15.169  18.720  13.944  -0.080
O  13.911  19.385  15.557  -0.057
N  13.975  18.336  8.867  -0.622
O  15.086  18.901  8.950  -0.069
O  12.919  18.963  8.649  -0.067
O  13.855  17.143  9.188  -0.076
As  20.610  16.175  15.240  0.862
F  20.233  17.730  16.073  -0.294
F  20.790  15.282  16.746  -0.275
F  20.984  14.637  14.371  -0.319
F  20.410  16.969  13.640  -0.302
F  22.333  16.650  15.328  -0.290
F  18.910  15.724  15.190  -0.279
As  21.809  16.421  8.313  0.887
F  22.414  17.763  9.333  -0.279
F  22.759  17.011  6.905  -0.291
F  21.142  15.110  7.281  -0.301
F  21.060  15.751  9.779  -0.276
F  20.375  17.391  7.897  -0.271
F  23.284  15.464  8.685  -0.304

The HOMO energy is -7.91 eV. Its spin multiplicity is 1. The orbital gap comes out at 7.716 eV. The net charge is 0. As for the LUMO energy: -0.19 eV.